# C9H11N2

An isolated ion of composition C9H11N2 and charge +1 (ωB97M-V with the def2-TZVPD basis set, the Open Molecules 2025 dataset).

Values from the calculation:
- HOMO level (spin up / spin down): -12.20 / -12.16 eV
- Charge: +1
- SMILES string: C=C=C(CN)C[N+]1=C=CC=C1
- Energy above the lowest of the compared OMol25 structures with the same formula, charge and spin: 8.5204 eV
- Max |F|: 4.63 eV/A

Atoms and positions in Å:
C  -1.329  0.982  1.980
C  -0.735  0.076  1.314
C  0.015  -0.588  0.492
C  0.511  -2.117  0.401
N  1.249  -2.458  -0.790
C  0.799  0.218  -0.584
N  0.091  1.494  -0.612
C  0.253  2.699  -0.043
C  -0.767  3.596  -0.057
C  -1.749  2.892  -0.899
C  -1.148  1.672  -1.169
H  -0.668  1.444  2.760
H  -2.396  1.437  1.770
H  1.189  -2.295  1.217
H  -0.351  -2.796  0.442
H  2.067  -1.807  -0.960
H  1.161  -3.524  -0.958
H  1.803  0.272  -0.227
H  0.784  -0.127  -1.572
H  -0.851  4.589  0.315
H  -2.694  3.232  -1.311
H  -1.497  0.835  -1.753

***

# C47H39ClNO5P2PtS5

C47H39ClNO5P2PtS5 as an isolated structure (ωB97M-V with the def2-TZVPD basis set, the Open Molecules 2025 dataset).

Values from the calculation:
- Expectation value of S²: 6.049
- Multiplicity: 5
- HOMO level (spin up / spin down): -10.28 / -10.71 eV
- Charge: +1
- Max |F|: 0.87 eV/A

Atoms and positions in Å:
Pt  0.760  1.079  0.164
C  4.373  -0.819  -0.916
C  4.395  0.203  0.216
P  3.128  1.543  0.153
C  3.619  2.395  -1.376
C  2.701  2.566  -2.409
C  3.084  3.169  -3.600
C  4.391  3.603  -3.764
C  5.313  3.440  -2.737
C  4.932  2.838  -1.548
C  3.738  2.566  1.526
C  3.979  3.931  1.369
C  4.446  4.687  2.436
C  4.665  4.088  3.667
C  4.428  2.730  3.829
C  3.963  1.972  2.768
C  3.264  -1.785  -0.787
P  -0.341  -1.095  -0.036
C  0.049  -1.753  -1.690
C  0.601  -0.879  -2.629
C  0.839  -1.291  -3.932
C  0.540  -2.594  -4.306
C  -0.011  -3.472  -3.382
C  -0.262  -3.053  -2.084
C  0.142  -2.363  1.164
C  -0.316  -2.288  2.481
C  0.091  -3.226  3.414
C  0.959  -4.246  3.048
C  1.414  -4.332  1.743
C  1.012  -3.394  0.804
H  5.322  -1.368  -0.911
H  4.352  -0.302  -1.885
H  5.336  0.754  0.202
H  4.313  -0.305  1.178
H  1.678  2.237  -2.271
H  2.361  3.302  -4.394
H  4.693  4.072  -4.692
H  6.332  3.785  -2.861
H  5.655  2.732  -0.747
H  3.825  4.407  0.409
H  4.628  5.745  2.299
H  5.017  4.681  4.501
H  4.593  2.261  4.790
H  3.752  0.922  2.920
H  2.666  -1.772  0.111
H  3.222  -2.654  -1.433
H  0.830  0.135  -2.335
H  1.263  -0.599  -4.650
H  0.734  -2.926  -5.319
H  -0.256  -4.486  -3.673
H  -0.697  -3.747  -1.381
H  -0.986  -1.495  2.778
H  -0.267  -3.153  4.433
H  1.275  -4.976  3.784
H  2.084  -5.132  1.450
H  1.369  -3.474  -0.211
S  1.061  4.052  0.407
C  -0.563  3.716  0.239
N  -1.029  2.688  -0.481
C  -2.378  2.801  -0.633
C  -3.170  2.021  -1.489
C  -4.494  2.324  -1.630
C  -5.081  3.387  -0.912
C  -4.331  4.183  -0.075
C  -2.973  3.897  0.047
S  -1.773  4.785  0.886
H  -2.720  1.216  -2.039
H  -5.107  1.735  -2.299
H  -6.136  3.595  -1.040
H  -4.763  5.031  0.440
O  -1.941  -0.941  0.028
C  -3.174  -1.771  0.082
C  -3.098  -3.022  0.954
C  -3.497  -3.129  2.258
C  -3.349  -4.436  2.790
C  -2.841  -5.308  1.881
S  -2.564  -4.559  0.377
C  -4.171  -0.840  0.773
C  -3.875  0.061  1.750
C  -5.036  0.642  2.336
C  -6.185  0.164  1.790
S  -5.872  -0.986  0.561
C  -3.560  -2.102  -1.355
C  -3.080  -1.562  -2.509
C  -3.739  -2.043  -3.675
C  -4.718  -2.937  -3.380
S  -4.828  -3.222  -1.700
H  -3.888  -2.299  2.829
H  -3.614  -4.707  3.803
H  -2.632  -6.362  2.000
H  -2.864  0.307  2.037
H  -5.012  1.367  3.139
H  -7.205  0.413  2.046
H  -2.257  -0.869  -2.550
H  -3.494  -1.731  -4.681
H  -5.382  -3.461  -4.052
O  0.914  2.381  2.928
Cl  0.463  1.024  3.100
O  0.427  0.638  4.466
O  1.396  0.110  2.376
O  -0.855  0.886  2.494

***

# C4H36N2O12

A 12-piece molecular cluster, C4H36N2O12 overall (ωB97M-V with the def2-TZVPD basis set, the Open Molecules 2025 dataset).

Values from the calculation:
- Expectation value of S²: 0.755
- Multiplicity: 2
- HOMO level (spin up / spin down): -19.16 / -19.12 eV
- Charge: +3
- Max |F|: 3.89 eV/A

Atoms and positions in Å:
C  1.212  0.082  1.788
O  2.369  -0.370  1.051
C  0.149  -0.018  0.617
C  -0.878  1.235  0.761
C  -1.355  1.659  -0.582
N  -0.515  2.807  -1.248
N  -0.506  -1.361  0.663
H  1.004  -0.538  2.662
H  1.273  1.153  2.164
H  2.296  -1.367  1.033
H  0.655  -0.057  -0.379
H  -0.280  1.996  1.283
H  -1.784  1.060  1.320
H  -2.406  1.959  -0.398
H  -1.467  0.916  -1.407
H  -0.678  3.780  -1.035
H  -0.800  2.684  -2.231
H  0.445  2.617  -1.104
H  -1.442  -1.310  1.195
H  -0.577  -1.808  -0.239
H  0.048  -1.979  1.302
H  -0.470  -4.961  1.834
H  -1.686  -4.052  2.141
O  -0.739  -4.060  2.017
H  -3.515  -1.384  3.033
H  -3.916  -2.406  2.029
O  -3.435  -1.521  2.084
H  1.614  -3.699  1.702
H  1.103  -3.009  2.882
O  1.355  -2.815  1.972
H  1.185  1.203  -3.193
H  0.907  -0.291  -3.501
O  0.538  0.573  -3.594
H  0.944  5.153  0.128
H  1.677  3.713  0.318
O  0.815  4.200  0.289
H  3.591  2.972  0.795
H  2.746  1.774  0.528
O  2.899  2.643  0.172
H  3.038  2.716  -2.392
H  3.361  1.430  -3.383
O  2.726  1.931  -2.887
H  0.130  0.100  4.660
H  -0.224  -1.300  5.191
O  -0.188  -0.773  4.388
H  -1.008  1.107  -3.566
H  -2.546  0.745  -3.697
O  -1.928  1.421  -3.321
H  -0.254  -2.888  -2.583
H  1.266  -2.930  -2.448
O  0.514  -2.400  -2.194
H  -3.160  -2.048  -1.996
H  -1.919  -2.197  -2.779
O  -2.183  -2.087  -1.846

***

# C39H44IN4O6SeW

C39H44IN4O6SeW as an isolated structure (ωB97M-V with the def2-TZVPD basis set, the Open Molecules 2025 dataset).

Values from the calculation:
- Expectation value of S²: 2.018
- Multiplicity: 3
- HOMO level (spin up / spin down): -3.69 / -4.58 eV
- Charge: -1
- Energy above the lowest of the compared OMol25 structures with the same formula, charge and spin: 0.0000 eV
- Max |F|: 0.50 eV/A

Atoms and positions in Å:
W  -0.234  -0.050  1.326
C  -1.163  0.955  5.033
C  -1.487  0.576  3.608
O  -0.692  1.379  2.648
C  -2.917  0.820  3.263
C  -3.315  0.633  1.936
C  -4.734  0.919  1.548
N  -2.434  0.226  1.035
N  -2.910  0.201  -0.268
C  -1.923  0.141  -1.085
O  -0.673  0.091  -0.692
C  -2.148  0.151  -2.547
C  -1.064  0.224  -3.416
C  -1.270  0.234  -4.787
C  -2.557  0.157  -5.298
C  -3.641  0.069  -4.433
C  -3.439  0.065  -3.063
H  -0.116  0.736  5.261
H  -1.790  0.358  5.698
H  -1.367  2.014  5.217
H  -3.539  1.436  3.894
H  -5.256  1.366  2.392
H  -5.237  -0.020  1.308
H  -4.787  1.563  0.672
H  -0.062  0.258  -3.009
H  -0.421  0.293  -5.457
H  -2.717  0.156  -6.370
H  -4.647  -0.004  -4.829
H  -4.271  -0.010  -2.375
I  -4.461  -1.266  4.639
C  -1.052  -0.814  3.181
H  -0.303  -1.257  3.833
H  -1.869  -1.511  3.065
O  0.441  3.934  3.525
C  1.277  3.709  4.618
N  2.706  3.763  4.315
C  3.608  2.741  4.344
O  4.796  2.925  4.544
C  3.082  1.369  4.064
C  3.682  0.241  4.592
C  3.200  -1.003  4.218
C  2.135  -1.075  3.336
N  1.558  0.012  2.841
C  2.038  1.203  3.174
H  0.004  3.110  3.233
H  1.068  2.757  5.103
H  1.094  4.504  5.344
H  3.147  4.665  4.402
H  4.520  0.347  5.268
H  3.638  -1.914  4.602
H  1.719  -2.020  3.013
H  1.582  2.041  2.679
C  5.366  1.632  -4.514
C  4.437  1.372  -3.360
C  3.330  2.177  -3.142
C  2.481  1.983  -2.057
C  1.284  2.885  -1.918
C  2.759  0.922  -1.177
C  3.857  0.072  -1.393
C  4.194  -1.098  -0.506
C  4.683  0.326  -2.480
C  1.830  0.661  -0.057
O  1.144  1.559  0.509
O  1.634  -0.542  0.331
H  4.885  2.240  -5.280
H  5.692  0.698  -4.975
H  6.260  2.163  -4.180
H  3.112  2.982  -3.835
H  1.221  3.537  -2.789
H  1.348  3.498  -1.020
H  0.360  2.314  -1.833
H  3.507  -1.927  -0.677
H  4.117  -0.845  0.551
H  5.212  -1.427  -0.714
H  5.540  -0.318  -2.645
C  -3.507  -3.749  -4.526
C  -2.807  -3.436  -3.231
C  -3.514  -3.335  -2.042
C  -2.885  -3.067  -0.829
C  -3.718  -2.978  0.417
C  -1.497  -2.874  -0.810
Se  -0.634  -2.624  0.896
C  -0.767  -2.964  -2.003
C  0.721  -2.758  -2.036
C  -1.433  -3.248  -3.190
H  -4.569  -3.506  -4.466
H  -3.423  -4.810  -4.778
H  -3.078  -3.177  -5.350
H  -4.592  -3.467  -2.051
H  -4.756  -3.232  0.199
H  -3.690  -1.971  0.840
H  -3.352  -3.641  1.201
H  0.988  -1.796  -1.602
H  1.088  -2.808  -3.063
H  1.234  -3.519  -1.441
H  -0.860  -3.304  -4.111

***

# C4H7NO

One molecule with the formula C4H7NO (ωB97M-V with the def2-TZVPD basis set, the Open Molecules 2025 dataset).

Values from the calculation:
- HOMO level: -9.71 eV
- Charge: 0
- SMILES string: C/C=N/CC=O
- Energy above the lowest of the compared OMol25 structures with the same formula, charge and spin: 1.5814 eV
- Max |F|: 0.51 eV/A

Atoms and positions in Å:
C  -2.157  -0.541  0.785
C  -0.802  -0.544  0.151
N  -0.156  0.526  -0.061
C  1.056  0.402  -0.844
C  2.289  0.834  -0.080
O  3.355  0.279  -0.189
H  -2.183  -1.115  1.717
H  -2.865  -1.014  0.093
H  -2.473  0.487  0.973
H  -0.415  -1.522  -0.181
H  1.235  -0.606  -1.248
H  0.956  1.096  -1.692
H  2.159  1.719  0.575

***

# C4H12

A 2-piece molecular cluster, C4H12 overall (ωB97M-V with the def2-TZVPD basis set, the Open Molecules 2025 dataset).

Values from the calculation:
- HOMO level: -11.23 eV
- Charge: 0
- SMILES string: CC.CC
- Energy above the lowest of the compared OMol25 structures with the same formula, charge and spin: 0.4235 eV
- Max |F|: 1.94 eV/A

Atoms and positions in Å:
C  1.917  0.378  0.431
C  2.716  0.053  -0.809
H  2.244  -0.208  1.307
H  1.862  1.437  0.681
H  0.892  -0.030  0.385
H  2.315  0.578  -1.669
H  2.769  -1.035  -0.942
H  3.759  0.340  -0.680
C  -1.715  0.314  0.187
C  -2.870  -0.696  0.209
H  -1.882  1.195  0.840
H  -0.743  -0.059  0.440
H  -1.750  0.689  -0.839
H  -3.324  -0.927  1.174
H  -3.694  -0.413  -0.452
H  -2.494  -1.618  -0.263

***

# C21H23FN2O4S

One molecule with the formula C21H23FN2O4S (ωB97M-V with the def2-TZVPD basis set, the Open Molecules 2025 dataset).

Values from the calculation:
- HOMO level: -8.97 eV
- Charge: 0
- SMILES string: CCN(CC)S(=O)(=O)c1ccc2oc(C(=O)NCc3ccc(F)cc3)c(C)c2c1
- Max |F|: 1.36 eV/A

Atoms and positions in Å:
C  0.454  1.175  -4.792
C  1.254  0.087  -5.510
N  2.038  -0.753  -4.643
C  3.332  -0.347  -4.158
C  3.296  0.610  -2.965
S  1.430  -2.217  -4.177
O  0.483  -2.643  -5.165
O  2.531  -3.075  -3.849
C  0.535  -1.868  -2.659
C  -0.814  -1.528  -2.744
C  -1.536  -1.205  -1.612
C  -0.855  -1.234  -0.402
O  -1.349  -0.959  0.820
C  -0.315  -1.132  1.711
C  -0.574  -0.897  3.144
O  0.295  -0.977  3.994
N  -1.865  -0.606  3.422
C  -2.310  -0.268  4.756
C  -2.532  1.217  4.897
C  -3.805  1.742  5.073
C  -3.997  3.110  5.173
C  -2.897  3.942  5.085
F  -3.076  5.276  5.177
C  -1.617  3.446  4.905
C  -1.443  2.078  4.813
C  0.839  -1.513  1.083
C  2.163  -1.799  1.685
C  0.509  -1.588  -0.310
C  1.215  -1.914  -1.467
H  1.105  1.949  -4.395
H  -0.116  0.747  -3.971
H  -0.236  1.636  -5.493
H  0.569  -0.587  -6.027
H  1.917  0.543  -6.253
H  3.892  0.109  -4.982
H  3.837  -1.272  -3.870
H  4.296  0.703  -2.548
H  2.629  0.232  -2.194
H  2.958  1.599  -3.262
H  -1.279  -1.549  -3.717
H  -2.581  -0.947  -1.657
H  -2.511  -0.483  2.658
H  -3.228  -0.818  4.980
H  -1.515  -0.595  5.433
H  -4.656  1.081  5.140
H  -4.979  3.531  5.315
H  -0.782  4.126  4.844
H  -0.454  1.667  4.678
H  2.113  -1.681  2.763
H  2.469  -2.816  1.443
H  2.912  -1.119  1.280
H  2.250  -2.215  -1.446

***

# C5H8N2

One molecule with the formula C5H8N2 (ωB97M-V with the def2-TZVPD basis set, the Open Molecules 2025 dataset).

Values from the calculation:
- HOMO level: -8.35 eV
- Charge: 0
- SMILES string: [H]/N=C(\C)[C@H]1C=C1N
- Energy above the lowest of the compared OMol25 structures with the same formula, charge and spin: 2.6656 eV
- Max |F|: 0.37 eV/A

Atoms and positions in Å:
H  0.529  -1.798  -2.041
N  0.361  -1.640  -1.043
C  -0.247  -0.536  -0.869
C  -0.668  0.394  -1.991
C  -0.598  -0.118  0.536
C  -0.162  -0.960  1.704
C  0.450  0.171  1.555
N  1.424  1.083  1.855
H  -1.375  -0.110  -2.660
H  -1.145  1.304  -1.614
H  0.206  0.685  -2.585
H  -1.539  0.448  0.583
H  -0.256  -1.938  2.144
H  1.837  0.973  2.771
H  1.181  2.042  1.652

***

Number 1: E -12476.8899 eV. Number 2: E -149607.0623 eV. Number 3: E -32252.5868 eV. Number 4: E -134681.1645 eV. Number 5: E -7798.0630 eV. Number 6: E -4342.1047 eV. Number 7: E -46873.5072 eV. Number 8: E -8292.3307 eV.